[1]
# C4H11N2O3

A cluster of 2 separate species, C4H11N2O3 in total in a non-equilibrium geometry (wB97M-V/def2-TZVPD, OMol25).

Each line ends with the Löwdin spin population.
Atoms and positions in Å:
C 0.1097 0.0627 0.5666  0.05
N 0.3047 -0.8578 -0.5865  0.46
C 0.7125 -0.2193 -1.9014  0.03
O -0.0609 -0.5685 -2.8032  0.37
O 1.6546 0.5946 -1.7747  0.02
C -1.3624 0.8742 0.5393  0.04
C -1.2093 2.1257 1.3714  0.01
N -2.4494 -0.1666 0.9248  0.01
H 0.1422 -0.5714 1.4604  0.02
H 0.8282 0.8815 0.6207  0.00
H -0.5512 -1.3597 -0.8202  0.01
H -1.4080 1.1124 -0.5342  0.00
H -1.9596 2.7821 1.4975  0.00
H -1.1701 1.8803 2.4532  0.00
H -0.2113 2.4263 1.0369  0.00
H -2.3096 -0.7846 1.6290  0.00
H -3.1664 -0.3951 0.3004  0.00
H 2.3521 -1.2933 1.4478  0.00
H 1.9414 -1.1217 3.0253  0.00
O 2.2841 -1.7069 2.3355  0.00

Values from the calculation:
HOMO level (spin up / spin down) in eV: -9.80 / -9.68
2S+1: 2
HOMO-LUMO gap (spin up / spin down) in eV: 10.3076 / 6.0645
Expectation value of S²: 0.761
Charge: 0

---

[2]
# C4H11N2O5

The ion C4H11N2O5 with charge +1 in a non-equilibrium geometry (wB97M-V/def2-TZVPD, OMol25).

Each line ends with the Löwdin charge.
Atoms and positions in Å:
C 1.5209 -2.8244 1.0363  -0.05
O 0.2411 -2.1905 1.1693  -0.13
O -0.0879 -1.5743 -0.1022  0.04
C -0.8077 -0.4170 -0.0106  -0.53
N -1.3679 -0.0562 1.1749  0.17
N -0.1018 0.5927 -0.6115  0.20
C 0.4290 1.7279 -0.1046  -0.24
C 1.1730 2.7064 -0.9938  0.08
O 0.1643 2.0908 1.1422  0.13
O -2.1572 -0.4865 -0.9517  -0.07
O -1.7556 -0.3323 -2.3036  -0.03
H 2.3028 -2.0396 1.2964  0.10
H 1.5899 -3.3168 0.0433  0.10
H 1.5858 -3.5907 1.9633  0.15
H -2.2462 0.5103 1.1849  0.18
H -1.3073 -0.7083 1.8717  0.09
H -0.2591 0.5596 -1.6353  0.17
H 1.8142 3.2483 -0.2626  0.12
H 1.6868 2.0511 -1.6413  0.09
H 0.4028 3.4570 -1.2441  0.13
H -0.4355 1.4720 1.7381  0.18
H -2.3844 -0.8795 -2.7592  0.11

Values from the calculation:
HOMO level in eV: -13.79
SMILES: COO[C@@](N)(/[NH+]=C(/C)O)OO
HOMO-LUMO gap in eV: 9.9350
Charge: +1

---

[3]
# C4H11N2OS

The ion C4H11N2OS with charge -1 in a non-equilibrium geometry (wB97M-V/def2-TZVPD, OMol25).

Each line ends with the Löwdin charge.
Atoms and positions in Å:
N -1.4057 1.8784 0.4765  0.03
C -0.4428 0.7831 0.5802  -0.45
C 1.0308 1.1045 0.3671  -0.51
S 1.9271 2.1595 1.6183  0.62
C -0.7019 -0.3084 -0.5379  -0.28
N -0.7533 -1.6084 0.0221  -0.09
C 0.2913 -2.7297 -0.5948  -0.49
O 0.7696 -2.4669 -1.8162  -0.34
H -1.6110 2.0635 -0.4360  0.01
H -0.9149 2.6841 0.8250  0.04
H -0.7334 0.3310 1.5165  0.11
H 1.3586 1.5371 -0.5914  0.08
H 1.5943 0.1408 0.4518  0.08
H 2.3477 3.1698 0.8236  -0.18
H -1.6733 -0.0029 -1.1228  0.12
H 0.0598 -0.2611 -1.3562  0.10
H -1.6478 -2.0938 0.0422  0.06
H -0.4592 -3.5594 -0.5673  0.06
H 0.9641 -2.8213 0.2993  0.06

Values from the calculation:
HOMO level in eV: -2.89
SMILES: N[C@H](CS)CNC[O-]
HOMO-LUMO gap in eV: 5.8160
Charge: -1

---

[4]
# C4H11N2S

The ion C4H11N2S with charge -1 in a non-equilibrium geometry (wB97M-V/def2-TZVPD, OMol25).

Each line ends with the Löwdin charge.
Atoms and positions in Å:
C -0.0302 0.4266 -2.3492  -0.18
N -0.9612 0.9423 -1.3568  -0.12
C -0.3062 0.9935 0.0085  -0.20
C 0.1422 -0.3653 0.5964  -0.61
N -1.0474 -1.2034 0.8223  -0.03
C 0.9785 -0.1757 1.8453  -0.76
S 2.0214 -1.6697 1.9496  0.10
H 0.7437 1.1299 -2.4359  0.05
H -0.5241 0.3031 -3.3617  0.08
H 0.3653 -0.6203 -2.2435  0.08
H -1.6957 0.2554 -1.3092  0.07
H 0.5679 1.5440 -0.2561  0.08
H -0.6887 1.5150 0.9208  0.12
H 0.6262 -1.0074 -0.1533  0.07
H -0.7099 -2.1335 1.2819  0.07
H -1.5053 -0.8095 1.6688  0.05
H 1.6142 0.6678 1.5419  0.02
H 0.4092 0.2074 2.8300  0.09

Values from the calculation:
HOMO level in eV: -2.51
SMILES: CNC[C@H](N)C[S-]
HOMO-LUMO gap in eV: 6.3153
Charge: -1

---

[5]
# C4H11N2S

The ion C4H11N2S with charge -1 in a non-equilibrium geometry (wB97M-V/def2-TZVPD, OMol25).

Each line ends with the Löwdin charge.
Atoms and positions in Å:
C 1.0684 -1.8544 -1.0324  -0.16
N 0.8762 -0.4285 -0.9740  -0.12
C 0.1119 0.0583 0.1699  -0.46
C 0.0495 1.5990 0.0478  -0.27
N -0.1761 2.3556 1.2875  -0.02
C -1.3124 -0.5662 0.2978  -0.76
S -2.0747 -0.3973 1.9222  0.14
H 1.8265 -2.0778 -1.7675  0.06
H 0.1937 -2.4348 -1.3578  0.06
H 1.4005 -2.1948 -0.0540  0.08
H 0.4641 -0.0508 -1.8182  0.10
H 0.6177 -0.2329 1.0963  0.11
H 1.0078 1.9098 -0.3724  0.09
H -0.7634 1.8677 -0.6212  0.10
H -0.8646 1.8618 1.8113  -0.05
H 0.6565 2.3211 1.8622  0.05
H -1.8990 -0.1179 -0.5118  0.04
H -1.1827 -1.6180 0.0142  0.02

Values from the calculation:
HOMO level in eV: -2.50
SMILES: CN[C@@H](CN)C[S-]
HOMO-LUMO gap in eV: 6.2780
Charge: -1

---

[6]
# C4H11N2S

The ion C4H11N2S with charge -1 in a non-equilibrium geometry (wB97M-V/def2-TZVPD, OMol25).

Each line ends with the Löwdin charge.
Atoms and positions in Å:
C -1.6380 -0.0279 -0.9580  -0.12
C -0.7436 0.1001 0.2578  -0.50
C 0.4088 1.0522 -0.0055  -0.80
S -0.1304 2.7663 0.0868  0.11
N -0.1895 -1.2621 0.7022  -0.06
C 0.7719 -1.8290 -0.2005  -0.39
N 1.4276 -3.0418 0.3336  -0.03
H -2.2698 -0.8960 -0.9275  0.06
H -2.1143 0.9269 -1.0394  0.03
H -1.0866 -0.1190 -1.9135  0.07
H -1.3909 0.3360 1.1215  0.12
H 1.1211 0.9961 0.8459  0.03
H 0.9418 0.7152 -0.9156  0.05
H 0.3523 -0.9681 1.5515  0.10
H 1.4796 -1.1928 -0.6909  0.09
H 0.1479 -2.2042 -1.0463  0.11
H 2.4270 -3.1559 -0.0088  0.07
H 0.9475 -3.8107 -0.1366  0.04

Values from the calculation:
HOMO level in eV: -2.33
SMILES: C[C@H](C[S-])NCN
HOMO-LUMO gap in eV: 5.8402
Charge: -1

---

[7]
# C4H11N2S

The ion C4H11N2S with charge +1 (wB97M-V/def2-TZVPD, OMol25).

Each line ends with the Löwdin charge.
Atoms and positions in Å:
C -2.8313 -0.1406 0.8942  -0.02
N -2.3509 0.5488 -0.2819  0.03
C -1.2032 0.3662 -0.8562  -0.17
C -0.1580 -0.5178 -0.3561  -0.42
S 0.8984 0.8166 0.3714  0.88
C 2.6650 0.4294 -0.3811  -0.47
N 3.4306 -0.4593 0.3393  -0.01
H -3.1195 -1.1681 0.6505  0.11
H -2.0618 -0.1632 1.6671  0.10
H -3.7040 0.3789 1.2856  0.11
H -2.9810 1.2441 -0.6638  0.17
H -0.9728 0.9581 -1.7307  0.15
H -0.4650 -1.2248 0.4102  0.08
H 0.4024 -1.0152 -1.1439  0.10
H 3.0979 1.4277 -0.4109  0.08
H 2.4342 0.0729 -1.3829  0.08
H 3.1267 -1.4220 0.3647  0.09
H 3.7922 -0.1319 1.2245  0.10

Values from the calculation:
HOMO level in eV: -12.68
SMILES: C/[NH+]=C\CSCN
HOMO-LUMO gap in eV: 8.4487
Charge: +1

---

[8]
# C4H11N3

An isolated molecule of C4H11N3 in a non-equilibrium geometry (wB97M-V/def2-TZVPD, OMol25).

Each line ends with the Löwdin charge.
Atoms and positions in Å:
C 1.3266 -0.8890 -1.7669  -0.08
N 0.5311 0.0493 -1.2866  -0.08
C -0.9296 -0.2252 -1.0757  -0.17
C -1.0189 -0.5657 0.4042  -0.32
N -1.9692 0.1554 1.1412  0.04
N 0.4909 -0.0554 0.8302  -0.14
C 1.0874 1.2569 0.9865  -0.15
H 2.0204 -0.6121 -2.5663  0.05
H 1.0851 -1.9524 -1.6281  0.06
H -1.4876 0.6684 -1.3685  0.11
H -1.3007 -1.0723 -1.6655  0.10
H -1.0449 -1.6318 0.6197  0.13
H -2.0693 -0.1886 2.0886  0.08
H -1.6803 1.1288 1.1890  0.07
H 1.1486 -0.8117 1.0184  0.10
H 1.5458 1.3390 1.9755  0.06
H 0.3458 2.0421 0.8191  0.07
H 1.9187 1.3643 0.2852  0.06

Values from the calculation:
HOMO level (spin up / spin down) in eV: -7.31 / -7.31
SMILES: C=NC[C@H](N)NC
HOMO-LUMO gap (spin up / spin down) in eV: 8.3025 / 8.3019
Charge: 0

---

The evaluated molar mass for the records listed, in turn: 135.14; 167.14; 135.21; 119.21; 119.21; 119.21; 119.21; 101.15 g/mol.